No. 1
{
  "formula": "C4H4OY",
  "method": "ωB97M-V/def2-TZVPD",
  "charge": 3,
  "spin_multiplicity": 1,
  "e_tot_ha": -266.82157,
  "e_homo_ev": [-22.414, -20.563],
  "e_above_lowest_kcal_mol": 34.83,
  "symbols": ["H", "C", "C", "H", "C", "C", "O", "Y", "H", "H"],
  "coordinates": [[0.799632, 0.853682, -0.624015], [-0.154203, -1.242646, -1.782144], [-0.766619, -1.274461, -0.704063], [0.101875, -1.767076, -2.690944], [-0.984194, -0.520266, 0.481344], [0.050676, 0.115154, 1.097310], [0.714718, 1.149396, 0.504125], [1.449864, 3.171081, 1.476136], [-1.949003, -0.003595, 0.537724], [0.737253, -0.481269, 1.704527]],
  "forces_ev_per_a": [[-0.23, 1.24, 3.71], [-0.86, -2.43, 0.93], [0.89, 1.86, 2.23], [0.26, 0.84, -0.82], [-3.38, -0.27, -4.81], [4.17, -0.94, 2.41], [-0.32, 0.00, -4.29], [0.19, 0.36, 0.18], [-0.54, -0.58, 0.22], [-0.18, -0.08, 0.24]],
  "mulliken_charge": [0.41, -0.20, 0.25, 0.39, 0.00, 0.05, -0.44, 1.79, 0.35, 0.39]
}

No. 2
{
  "formula": "C22H31N3O4S",
  "method": "ωB97M-V/def2-TZVPD",
  "charge": 0,
  "spin_multiplicity": 1,
  "e_tot_ha": -1720.38891,
  "e_homo_ev": -8.789,
  "e_above_lowest_kcal_mol": 7.94,
  "symbols": ["C", "H", "H", "H", "C", "N", "C", "C", "C", "O", "C", "C", "C", "C", "C", "C", "H", "H", "S", "O", "O", "N", "C", "C", "C", "C", "C", "H", "H", "H", "H", "H", "H", "H", "H", "H", "H", "H", "C", "O", "N", "H", "C", "C", "H", "H", "C", "C", "H", "H", "H", "C", "H", "H", "H", "H", "H", "H", "H", "H", "H"],
  "coordinates": [[4.479632, -0.762604, -3.621737], [5.275795, -0.475360, -4.302780], [3.885385, -1.542663, -4.091477], [4.923155, -1.167583, -2.715722], [3.602737, 0.446998, -3.308819], [2.523995, 0.098230, -2.401953], [1.324205, -0.217640, -2.923282], [0.225792, -0.592142, -2.212633], [0.295147, -0.678670, -0.771370], [-0.645106, -0.964508, -0.028130], [1.628957, -0.380361, -0.226249], [1.811158, -0.486590, 1.155145], [3.020932, -0.197219, 1.726432], [4.092409, 0.192796, 0.933702], [3.946815, 0.286355, -0.431767], [2.712929, 0.004728, -1.041278], [4.799304, 0.578799, -1.021787], [5.031177, 0.420999, 1.412602], [3.253857, -0.356329, 3.500606], [4.158705, 0.685950, 3.901095], [3.605835, -1.717152, 3.784494], [1.733291, -0.078175, 4.068101], [1.300464, 1.286732, 4.228839], [-0.182586, 1.389853, 3.873187], [-0.986789, 0.413648, 4.730468], [-0.451743, -1.005845, 4.547941], [1.038298, -1.041436, 4.885398], [1.480956, -2.015116, 4.675896], [1.181214, -0.812775, 5.952250], [-0.600187, -1.318904, 3.513219], [-0.986790, -1.701494, 5.195499], [-2.041103, 0.454431, 4.452243], [-0.902698, 0.700431, 5.781433], [-0.318294, 1.143658, 2.818733], [-0.525793, 2.412541, 4.035116], [1.915181, 1.903526, 3.571882], [1.460797, 1.620820, 5.264341], [0.972643, -0.796905, 1.757979], [-1.008869, -0.870018, -3.016147], [-1.005287, -0.750847, -4.233517], [-2.073983, -1.241921, -2.295895], [-1.966718, -1.287613, -1.285633], [-3.370487, -1.504981, -2.868030], [-4.478577, -0.699886, -2.184661], [-5.425588, -1.218014, -2.350622], [-4.291094, -0.690933, -1.107881], [-4.627229, 0.741806, -2.684442], [-5.810855, 1.402923, -1.978730], [-5.626411, 1.463569, -0.908069], [-6.723963, 0.833498, -2.138141], [-5.966686, 2.410752, -2.356462], [-3.360141, 1.564407, -2.464308], [-2.554016, 1.215016, -3.101980], [-3.037945, 1.501888, -1.426699], [-3.547434, 2.609478, -2.703155], [-4.837198, 0.712160, -3.759479], [-3.589140, -2.575295, -2.764415], [-3.310451, -1.265958, -3.932621], [1.223919, -0.157349, -3.999634], [3.153974, 0.820576, -4.231607], [4.194504, 1.255720, -2.875485]],
  "forces_ev_per_a": [[-0.09, 0.21, 0.05], [0.11, -0.01, -0.07], [-0.03, -0.08, -0.04], [0.06, -0.06, 0.06], [0.51, -0.15, -0.31], [-0.30, 0.07, -0.09], [-0.38, -0.06, 0.04], [-0.01, -0.01, -0.03], [0.13, 0.08, -0.18], [0.00, -0.03, 0.15], [0.29, 0.02, 0.08], [-0.03, 0.00, -0.11], [-0.12, 0.00, 0.58], [0.10, 0.05, -0.14], [0.10, 0.01, 0.04], [-0.22, -0.12, 0.69], [0.07, 0.03, -0.07], [0.17, 0.07, -0.05], [-0.26, 0.02, -0.15], [-0.23, 0.06, -0.16], [-0.24, -0.06, -0.01], [1.02, -0.20, -0.25], [-0.16, 0.64, -0.28], [0.11, -0.04, 0.28], [-0.05, -0.07, -0.29], [0.14, 0.19, 0.23], [-0.17, -0.72, 0.08], [-0.14, -0.02, 0.18], [0.03, -0.03, -0.08], [-0.01, -0.08, -0.06], [0.01, -0.06, -0.02], [-0.02, 0.03, 0.08], [-0.05, 0.03, 0.08], [0.00, 0.04, -0.09], [0.01, 0.03, -0.05], [-0.11, 0.17, 0.10], [0.06, -0.01, -0.09], [-0.12, 0.00, -0.01], [0.16, -0.07, 0.23], [0.00, 0.08, -0.33], [-0.11, -0.07, 0.28], [0.18, 0.06, -0.12], [-0.26, -0.12, -0.13], [0.12, 0.09, -0.41], [-0.03, -0.04, 0.07], [-0.08, -0.01, 0.12], [-0.03, 0.00, 0.33], [0.14, -0.12, -0.26], [0.00, 0.02, 0.16], [-0.14, -0.04, 0.03], [-0.05, 0.13, 0.00], [-0.16, -0.07, -0.22], [0.15, 0.03, -0.04], [0.07, 0.01, 0.15], [0.01, 0.13, -0.01], [0.00, -0.04, 0.01], [0.01, 0.11, -0.12], [-0.06, -0.10, 0.08], [0.04, 0.03, -0.03], [0.00, 0.05, 0.18], [-0.13, -0.01, -0.07]],
  "mulliken_charge": [-1.04, 0.38, 0.33, 0.35, -1.00, 0.18, -0.10, -0.65, 1.70, -0.97, -0.24, 0.00, -0.18, -1.54, -0.77, 0.88, 0.26, 0.51, 1.43, -0.71, -0.72, 0.16, -0.81, -0.38, -0.76, -0.37, -0.86, 0.36, 0.39, 0.19, 0.36, 0.36, 0.33, 0.17, 0.35, 0.40, 0.38, 0.66, 0.25, -0.77, 0.01, 0.20, -0.88, -0.88, 0.38, 0.34, 0.81, -1.63, 0.36, 0.40, 0.42, -1.26, 0.21, 0.26, 0.47, 0.20, 0.32, 0.46, 0.48, 0.43, 0.42]
}

No. 3
{
  "formula": "C28H25BrFN5O6PtS",
  "method": "ωB97M-V/def2-TZVPD",
  "charge": 1,
  "spin_multiplicity": 2,
  "e_tot_ha": -4998.23069,
  "e_homo_ev": [-9.559, -9.515],
  "e_above_lowest_kcal_mol": 63.41,
  "symbols": ["Pt", "Br", "C", "C", "C", "C", "C", "N", "C", "O", "O", "H", "H", "H", "O", "N", "C", "C", "C", "C", "C", "S", "H", "H", "H", "H", "F", "C", "C", "C", "C", "O", "C", "C", "N", "C", "C", "C", "C", "C", "C", "N", "C", "C", "N", "C", "C", "C", "O", "O", "H", "H", "H", "H", "H", "H", "H", "H", "H", "H", "H", "H", "H", "H", "H", "H", "H", "H"],
  "coordinates": [[-0.173000, 0.095500, -0.548300], [3.138800, 0.224000, -0.887800], [2.614500, -0.795200, 0.617700], [3.483400, -1.624900, 1.292300], [2.958300, -2.398600, 2.333700], [1.611200, -2.297300, 2.644400], [0.821900, -1.422300, 1.916800], [1.332300, -0.682200, 0.929800], [-0.689400, -1.324100, 2.140800], [-1.142100, -1.701400, 3.207300], [-1.350700, -0.833900, 1.180600], [4.523700, -1.675100, 1.017400], [3.595700, -3.083100, 2.869900], [1.144600, -2.893600, 3.414100], [-0.283900, 1.626000, 1.147300], [-1.529700, 1.817300, 1.446100], [-1.909900, 1.834900, 2.735200], [-3.193300, 2.160800, 3.092000], [-4.130500, 2.453700, 2.098600], [-3.752600, 2.351900, 0.779400], [-2.445700, 1.992400, 0.449300], [-1.935400, 1.760600, -1.178300], [-1.137300, 1.575300, 3.441100], [-3.462500, 2.184700, 4.134100], [-5.138500, 2.741400, 2.351900], [-4.453200, 2.515100, -0.024400], [2.725100, -6.122500, 0.335400], [2.306600, -5.648900, -0.869300], [1.590900, -4.474500, -0.880700], [1.205900, -3.895200, -2.104300], [0.513800, -2.633900, -2.102200], [0.199500, -2.105600, -0.981900], [0.221400, -2.109300, -3.394000], [0.558500, -2.778100, -4.527600], [1.209700, -3.979100, -4.511800], [1.620700, -4.562600, -5.756000], [2.269800, -3.686200, -6.783700], [3.092900, -4.693600, -6.045600], [1.528900, -4.567200, -3.303700], [2.168600, -5.799800, -3.248700], [2.607800, -6.355500, -2.030500], [3.405800, -7.514600, -1.988000], [3.181900, -8.562300, -1.032500], [2.430600, -9.745100, -1.667900], [3.210300, -10.219800, -2.846300], [3.394400, -9.125500, -3.838700], [4.129100, -7.970200, -3.136800], [-0.456300, -0.736400, -3.546800], [-1.262700, -0.636100, -4.449300], [-0.043800, 0.146200, -2.744900], [1.332800, -3.976400, 0.038700], [0.316000, -2.364700, -5.491900], [0.949000, -5.344900, -6.098500], [2.417700, -2.646400, -6.537300], [2.037200, -3.858100, -7.823300], [3.774000, -4.325200, -5.292200], [3.449300, -5.565200, -6.573700], [2.350800, -6.322800, -4.171500], [2.607700, -8.195100, -0.185400], [4.149400, -8.916200, -0.651400], [1.443300, -9.431200, -2.010100], [2.319600, -10.560500, -0.952000], [2.764200, -11.035800, -3.279900], [4.141000, -10.505900, -2.513000], [2.411100, -8.796700, -4.172600], [3.961000, -9.495100, -4.693300], [4.287900, -7.146600, -3.833100], [5.119100, -8.323200, -2.813100]],
  "forces_ev_per_a": [[-2.71, 1.51, 1.44], [0.33, -0.15, 0.15], [-0.15, 0.28, -0.16], [-0.03, -0.25, 0.43], [-0.09, 0.38, -0.46], [0.10, 0.04, 0.04], [-0.11, 0.00, -0.13], [0.21, -0.66, -0.73], [0.33, 0.09, 0.40], [0.16, -0.23, 0.20], [0.03, 0.68, -1.31], [0.08, 0.00, -0.05], [0.10, -0.06, 0.08], [-0.03, 0.06, 0.08], [1.55, -0.68, -0.82], [-1.99, 0.51, -0.19], [0.11, 0.05, 0.10], [-0.33, 0.14, -0.26], [0.37, 0.02, 0.25], [0.32, -0.13, -0.02], [-0.07, 0.04, 0.61], [1.29, -1.56, -0.16], [0.08, 0.03, -0.03], [0.02, -0.04, 0.11], [-0.09, -0.04, 0.07], [-0.04, -0.03, -0.06], [0.05, -0.04, -0.29], [-0.50, 0.68, 0.70], [0.18, -0.44, -0.66], [0.43, -1.01, 0.30], [-0.52, 0.79, 1.12], [0.42, -0.95, -1.97], [-0.29, 0.85, 0.10], [0.12, -0.36, 0.86], [-0.01, 0.49, 0.06], [0.00, -0.34, -0.32], [-0.02, 0.03, -0.03], [0.02, 0.01, 0.05], [-0.25, 0.59, 0.33], [0.53, -0.79, 0.75], [-0.09, 0.24, -1.12], [-0.05, 0.35, 0.11], [-0.27, -0.29, 0.08], [-0.21, 0.44, 0.81], [0.10, -0.42, -0.08], [0.38, 0.80, -0.42], [-0.13, -0.10, -0.23], [-0.05, -1.75, -0.39], [-0.07, 0.44, -0.25], [0.71, 1.43, 1.18], [0.04, 0.11, 0.17], [-0.07, 0.00, -0.13], [0.13, 0.02, -0.10], [0.02, 0.07, 0.08], [-0.06, -0.09, -0.01], [0.00, 0.10, 0.06], [-0.08, -0.10, -0.07], [0.08, -0.06, -0.08], [0.06, -0.11, -0.04], [-0.04, -0.01, 0.06], [0.09, -0.08, -0.11], [0.05, -0.06, -0.16], [0.14, 0.15, 0.12], [-0.21, -0.12, -0.13], [-0.06, -0.15, 0.05], [-0.03, -0.15, 0.09], [0.02, -0.15, -0.01], [-0.01, 0.00, -0.06]],
  "mulliken_charge": [1.65, -0.11, 0.09, -0.48, -0.37, -0.69, 0.79, -0.44, 0.38, -0.72, -0.68, 0.48, 0.47, 0.53, -0.75, 0.50, -0.02, -0.87, -0.15, -0.87, 0.72, -0.22, 0.48, 0.41, 0.40, 0.41, -0.42, 0.03, -0.66, 0.31, 1.77, -0.97, -0.04, -0.52, 0.22, -0.31, -0.95, -0.43, -0.70, -0.87, 0.31, 0.17, -0.65, -0.73, -0.08, -0.62, -1.07, 0.03, -0.65, -0.67, 0.71, 0.72, 0.37, 0.34, 0.28, 0.26, 0.29, 0.69, 0.37, 0.33, 0.35, 0.42, 0.36, 0.38, 0.42, 0.41, 0.54, 0.32]
}